Formula: C34H8Cl5F15GeNPbS2
Source: the Open Molecules 2025 dataset
Level of theory: the ωB97M-V functional and the def2-TZVPD basis

Gap between HOMO and LUMO in hartree: 0.25846
ΔE to the lowest compared entry with this formula, charge and spin in kJ/mol: 42.3
Net charge: -1
Strongest force on any atom in eV Å⁻¹: 0.94
Spin multiplicity: 1

The geometry in XYZ format:
```
67
Properties=species:S:1:pos:R:3:forces:R:3
Pb 0.7198 -0.3930 3.0965 0.1 -0.3 -0.4
C -2.2873 -1.1466 1.5536 0.1 -0.1 0.0
C -2.4892 -1.3224 3.0239 0.2 0.1 0.2
C -3.6034 -2.0382 3.5133 -0.1 -0.1 0.1
C -3.8157 -2.1186 4.8553 0.0 0.1 -0.1
C -2.9341 -1.4773 5.7535 0.2 0.1 -0.2
C -3.1755 -1.4483 7.1391 0.0 0.0 0.2
C -2.2883 -0.8105 7.9642 -0.2 -0.1 0.0
C -1.1263 -0.2358 7.4407 0.1 0.0 -0.2
C -0.8286 -0.2616 6.0870 0.1 0.1 0.2
S 0.6771 0.4635 5.5758 0.0 0.2 0.1
C -1.7822 -0.8517 5.2010 -0.3 -0.2 0.4
N -1.5983 -0.8049 3.8497 -0.3 0.1 -0.1
H -3.2068 -1.3535 1.0085 0.0 0.0 0.0
H -1.5041 -1.8093 1.1745 0.0 0.0 0.0
H -1.9630 -0.1313 1.3277 0.0 0.0 0.0
H -4.2686 -2.5135 2.8051 0.0 0.0 0.0
H -4.6640 -2.6597 5.2587 0.0 0.0 0.0
H -4.0649 -1.9263 7.5314 0.0 0.0 0.0
H -2.4765 -0.7574 9.0293 0.0 0.0 0.0
H -0.4153 0.2440 8.1002 0.0 0.0 0.0
Cl -1.7605 2.4784 2.3260 -0.3 -0.1 0.1
C -0.1017 2.7798 1.9514 0.3 0.0 0.0
C 0.8412 1.8217 2.2754 0.3 0.0 0.0
C 2.1649 2.1452 2.0069 -0.4 0.2 0.0
Cl 3.3794 0.9901 2.4634 0.4 0.0 0.0
C 2.5579 3.3387 1.4130 0.0 -0.1 0.0
Cl 4.2203 3.6736 1.1107 0.0 0.0 0.0
C 1.5775 4.2641 1.0642 0.0 -0.1 0.1
Cl 2.0209 5.7406 0.3019 0.0 0.1 0.0
C 0.2411 3.9906 1.3477 0.0 -0.1 0.0
Cl -0.9659 5.1459 0.9373 -0.1 0.1 0.0
F 0.7944 0.3226 -4.9558 0.0 0.0 -0.1
C -0.1084 1.0075 -4.2363 -0.1 0.1 0.2
C -0.1966 0.8072 -2.8710 0.1 -0.2 0.4
C -1.1386 1.5483 -2.1859 0.1 -0.1 -0.1
F -1.2694 1.3782 -0.8680 -0.2 0.1 0.1
C -1.9725 2.4529 -2.8225 0.0 0.0 0.0
F -2.8999 3.1398 -2.1538 0.0 0.0 0.1
C -1.8520 2.6334 -4.1890 0.1 -0.1 0.0
F -2.6492 3.4939 -4.8219 -0.1 0.1 0.0
C -0.9120 1.9129 -4.9041 0.0 -0.1 0.0
F -0.8002 2.0929 -6.2238 0.0 0.0 -0.1
Ge 0.9852 -0.5753 -1.9941 0.2 0.0 -0.9
S 1.0729 -1.1839 0.0105 -0.1 0.1 0.1
C 0.3342 -2.0785 -3.1979 0.0 0.1 0.3
C 0.9600 -2.7177 -4.2527 -0.2 0.1 0.1
F 2.1471 -2.2949 -4.7011 0.1 0.0 -0.1
C 0.3831 -3.7933 -4.9090 0.0 0.0 -0.1
F 1.0107 -4.3954 -5.9272 0.0 0.0 0.0
C -0.8621 -4.2512 -4.5194 0.1 0.1 0.1
F -1.4150 -5.2936 -5.1415 -0.1 0.0 -0.1
C -1.5310 -3.6216 -3.4855 0.0 0.1 0.0
F -2.7446 -4.0458 -3.1165 0.0 0.0 0.0
C -0.9245 -2.5493 -2.8589 0.1 0.1 0.0
F -1.6127 -1.9309 -1.8819 -0.1 -0.1 -0.1
C 2.8024 0.0073 -2.6017 -0.1 -0.1 0.2
C 3.8238 -0.9271 -2.6429 -0.1 0.2 0.0
F 3.5532 -2.2041 -2.3545 0.1 -0.1 -0.1
C 5.1267 -0.5865 -2.9555 0.0 -0.1 0.0
F 6.0881 -1.5136 -3.0187 0.0 0.0 0.0
C 5.4351 0.7392 -3.2041 -0.1 0.0 0.0
F 6.6857 1.0887 -3.5078 0.1 0.0 0.0
C 4.4502 1.7068 -3.1246 0.0 0.0 0.0
F 4.7602 2.9851 -3.3588 0.0 0.1 0.0
C 3.1573 1.3281 -2.8079 0.0 -0.2 -0.1
F 2.2387 2.3014 -2.7027 0.0 0.1 0.0
```
Positions in Å, forces in eV/Å.